# 1
A cluster of 7 separate species, C24H67N6O7 in total in a non-equilibrium geometry, computed with wB97M-V/def2-TZVPD.

## Properties
**Orbital gap**: 7.8 eV
**Charge**: -1
**HOMO energy**: -5.179 eV
**LUMO**: 0.0978 hartree
**Max |F|**: 9.2 eV/A

XYZ file:
```
104
Properties=species:S:1:pos:R:3:forces:R:3
O 0.0204 -0.2117 -0.0091 -0.52 -3.29 1.80
H -0.1167 -1.0937 0.5180 0.40 2.76 -1.23
C -0.8829 -2.8880 4.4370 7.99 -4.32 -1.66
C -0.4444 -2.3330 3.0418 2.88 -1.51 0.93
C -1.0393 -3.2348 1.8084 2.95 -0.06 1.75
O -0.7204 -4.6145 1.9947 1.14 -1.71 -1.84
C -0.9117 -5.5065 0.8005 -1.30 0.67 -1.01
N -0.8462 -1.0019 3.0236 0.54 4.29 -3.17
H -1.7826 -2.7913 4.7377 -6.59 1.59 1.60
H -0.1782 -2.6641 5.3183 -0.92 0.12 -1.57
H -0.8118 -4.0583 4.3338 0.11 1.89 0.27
H 0.8441 -2.1978 3.0908 -3.64 -1.23 -0.66
H -0.6226 -2.8154 0.9033 0.14 -0.14 -0.47
H -2.0759 -3.1923 1.7871 -2.27 0.70 0.03
H -2.0032 -5.2966 0.4853 1.15 -1.17 0.75
H -0.6378 -6.6538 0.9777 -0.81 2.84 0.21
H -0.4470 -5.2303 -0.2347 0.29 0.08 2.21
H -1.8377 -0.9281 2.9518 -1.00 0.11 0.16
H -0.5000 -0.3721 2.1337 -0.86 -2.21 2.55
C 1.8988 1.1160 3.3917 1.52 -4.67 -1.03
C 2.2660 1.3416 1.9824 3.63 3.95 -3.82
C 3.6692 2.1253 1.8957 0.26 -0.21 -1.07
O 3.5005 3.4053 2.4702 -0.38 -1.02 0.66
C 4.7217 3.9767 2.6927 1.15 3.57 0.05
N 2.4105 0.1388 1.2131 7.68 -0.08 1.33
H 0.9031 0.8328 3.5025 -1.86 -1.39 -0.32
H 1.8444 1.9107 3.9748 0.91 4.09 2.53
H 2.5472 0.2496 3.8384 -1.02 1.70 -0.71
H 1.6485 2.0137 1.3320 -0.58 -0.09 1.39
H 4.3325 2.3643 0.7934 -2.28 -1.32 2.69
H 4.2556 1.4523 2.5440 0.77 0.52 -0.25
H 4.6052 5.0844 3.1227 0.14 -2.68 -0.11
H 5.1714 4.2313 1.7525 0.30 0.19 -1.32
H 5.5581 3.3785 3.0963 -0.87 -0.09 0.96
H 2.8132 0.1254 0.2645 -0.69 0.82 0.90
H 1.5315 0.0121 1.2240 -7.92 -3.17 -1.70
C 1.3204 -4.3834 -2.4705 2.05 0.09 -1.60
C 1.4888 -3.1352 -1.5245 -1.56 -1.34 -4.07
C 2.7351 -2.4446 -1.8831 0.14 -0.11 -1.14
O 3.8076 -3.2741 -1.6441 1.41 -0.36 2.36
C 5.0318 -2.5607 -1.6382 -1.32 0.86 -3.10
N 0.3044 -2.3089 -1.7419 -1.06 -0.20 1.73
H 1.0840 -4.1244 -3.5558 0.67 0.39 1.34
H 0.5852 -5.1011 -2.3175 -2.18 -0.80 1.30
H 2.1794 -5.1076 -2.4978 -0.05 1.18 0.06
H 1.5058 -3.4069 -0.5372 0.62 -1.12 2.66
H 2.7374 -1.5108 -1.3901 0.48 1.25 1.08
H 2.9088 -2.2390 -2.9150 -1.22 0.71 -1.41
H 4.9202 -1.4627 -1.2760 0.59 -2.06 -0.36
H 5.3917 -2.6526 -2.7235 -0.40 1.31 0.80
H 5.7273 -3.2271 -1.2586 1.49 -0.61 2.05
H 0.2869 -1.5393 -0.9585 -0.03 -0.82 -1.96
H -0.4278 -3.0096 -1.4366 0.40 1.36 -0.63
C -4.1845 -0.9209 -0.9107 0.67 0.47 -0.89
C -3.0599 -0.9190 -1.9161 -1.74 1.36 -3.44
C -3.6193 -1.0423 -3.3893 2.02 -1.09 2.19
O -4.3941 -2.1790 -3.4440 -2.90 -1.69 -0.88
C -5.5001 -2.0572 -4.3364 1.68 -0.59 -2.68
N -2.2305 0.2466 -1.8527 -3.92 1.43 4.97
H -4.6130 -1.8661 -1.0570 -1.11 -1.36 0.30
H -4.9192 -0.1462 -1.0877 -0.17 0.28 -0.42
H -3.8744 -0.7861 0.0953 0.60 -0.04 1.00
H -2.2899 -1.5668 -1.7735 0.94 -3.93 0.55
H -2.7882 -1.3813 -4.0776 -0.40 2.14 0.26
H -4.2162 -0.1387 -3.3991 0.14 0.53 -1.35
H -5.9135 -3.0203 -4.6477 0.10 -0.32 0.94
H -5.2087 -1.7069 -5.4401 -0.20 0.12 2.34
H -6.2655 -1.4575 -3.9134 -0.76 0.84 0.23
H -1.5156 0.2569 -2.4463 3.72 -0.36 -3.23
H -1.8527 -0.1431 -0.9721 1.43 2.31 -0.06
C 3.3285 1.7494 -2.4417 -3.91 -3.70 1.84
C 2.1306 2.4757 -1.7391 1.47 1.09 -1.12
C 1.9506 3.9219 -2.2597 0.25 -0.27 1.55
O 3.0594 4.7998 -2.0524 -0.27 0.47 0.32
C 3.0116 5.5481 -0.8398 -0.59 0.42 0.49
N 0.9135 1.7539 -1.9505 -1.35 0.21 1.70
H 3.7783 1.0017 -1.6121 -1.33 0.50 -2.61
H 4.0778 2.3328 -2.4875 5.49 5.06 0.23
H 3.2616 1.5756 -3.5556 -0.78 -1.17 1.35
H 2.4677 2.6410 -0.7327 -0.08 -0.50 1.18
H 0.9733 4.3610 -1.9822 0.47 -0.08 0.33
H 1.9372 3.7548 -3.2619 -0.29 0.09 -3.32
H 2.9242 4.7797 -0.0070 0.28 1.30 -0.41
H 2.0265 6.2475 -0.7869 2.28 -1.37 -0.17
H 4.0053 6.1828 -0.7768 -2.16 -1.29 -0.02
H 0.9698 0.9374 -1.3233 -0.27 -0.24 -0.63
H 0.1551 2.2914 -1.4519 0.85 -0.51 -0.84
C -1.8236 2.5574 2.8537 2.95 0.03 -1.19
C -2.2377 1.9803 1.5194 1.75 1.63 -2.65
C -3.5532 2.4912 0.9089 -0.33 1.80 -0.86
O -4.5707 2.1673 1.8436 -0.46 -0.30 0.32
C -5.8751 2.0552 1.3467 -0.27 -3.85 1.46
N -1.1391 2.1281 0.4708 0.34 0.02 -0.32
H -2.4742 2.3516 3.6207 -2.19 -0.02 1.57
H -1.6518 3.6170 2.6576 0.04 0.11 0.58
H -0.8638 2.0929 3.3023 -1.12 0.68 -1.37
H -2.5204 1.0145 1.6210 -0.33 -3.72 0.65
H -3.7771 2.2257 -0.1743 0.40 -1.17 1.32
H -3.5935 3.5718 0.7182 0.48 0.46 0.71
H -6.4522 2.9172 1.3479 -0.67 2.12 -0.57
H -6.5410 1.3397 2.0144 1.64 1.19 -0.68
H -5.8457 1.4794 0.4286 -0.22 0.46 -0.71
H -1.5387 1.9141 -0.4509 -0.51 0.30 0.51
H -0.3388 1.3837 0.3792 -2.13 0.91 1.59
```
Forces are in eV/Å.



# 2
A structure of composition C27H61BCl2GaO9 in a non-equilibrium geometry, computed with wB97M-V/def2-TZVPD.

## Properties
**Orbital gap**: 6.9 eV
**Charge**: -1
**HOMO energy**: -4.753 eV
**LUMO**: 0.0791 hartree
**Max |F|**: 3.0 eV/A

XYZ file:
```
101
Properties=species:S:1:pos:R:3:forces:R:3
C -1.8864 6.4546 3.8432 0.05 0.06 -0.31
C -1.3820 6.6796 2.2867 -0.10 0.04 0.95
O -0.8026 5.4023 1.8425 -1.67 1.79 -1.39
C -1.5350 4.8449 0.6816 -0.86 -1.39 -0.20
C -2.7336 3.8133 1.2253 1.45 0.89 1.18
Ga -3.4112 2.4933 -0.2120 1.04 0.88 -0.39
C -1.7239 1.9911 -1.3733 0.17 -1.07 -0.65
C -0.8785 0.9093 -0.4501 0.26 1.48 0.34
C 0.7690 1.1168 -0.5502 -1.51 -0.71 -0.02
C 1.4267 0.1251 0.5761 0.76 -0.25 -0.83
C 2.5577 0.8141 1.5409 -0.16 -1.20 1.09
O 2.3628 2.2464 1.8123 -0.62 -2.04 0.35
C 1.1199 2.5028 2.5626 -0.44 1.41 -0.35
B -4.1537 0.7014 0.5070 -0.91 -1.82 0.02
O -4.2704 -0.4220 -0.4888 2.26 0.33 1.94
C -4.6259 0.3628 2.0427 -0.06 -0.52 0.56
C -4.4982 1.6021 3.1067 0.51 -0.78 0.50
C -4.8182 3.4560 -1.3878 -2.29 0.10 -1.37
Cl -5.0386 5.2501 -0.8455 0.87 -0.90 -0.33
C -6.3420 2.7876 -1.2754 0.98 -0.43 -1.10
C -6.4690 1.6725 -2.4968 -0.33 -0.28 0.47
Cl -7.6742 4.0917 -1.5732 0.37 -1.27 0.15
H -1.3445 5.4867 4.2613 -1.19 2.13 -0.88
H -1.6006 7.3867 4.4982 -0.66 -1.81 -1.15
H -3.0646 6.2907 3.8619 2.62 0.30 0.04
H -2.3005 7.0465 1.6533 1.80 -0.98 0.99
H -0.5457 7.5051 2.1976 -1.57 -1.57 0.37
H -2.0103 5.6620 -0.0205 1.04 -1.38 1.47
H -0.7185 4.2574 0.0428 -1.81 1.15 1.46
H -2.2096 3.1927 2.1000 -1.02 1.28 -1.73
H -3.6233 4.3933 1.7402 1.87 -0.80 -1.03
H -2.1260 1.4654 -2.3599 1.09 1.05 1.78
H -1.0921 2.9354 -1.6641 -0.95 -1.94 0.47
H -1.2001 -0.2023 -0.6380 0.77 2.01 0.15
H -1.1614 1.1573 0.6771 0.67 -0.66 -2.03
H 1.0725 0.8136 -1.6389 -0.32 0.56 2.08
H 0.9938 2.2562 -0.4088 -0.28 -2.26 -0.04
H 1.9421 -0.7670 -0.0268 -1.00 1.80 1.48
H 0.5934 -0.3683 1.2342 1.46 1.13 -1.24
H 3.6647 0.5733 1.1705 -2.42 1.12 0.53
H 2.4727 0.2639 2.5971 0.25 0.95 -2.06
H 0.6885 1.5703 3.1283 0.97 1.66 -1.12
H 1.3778 3.3837 3.3257 -0.68 -2.03 -1.62
H 0.3327 2.9297 1.7765 1.43 -1.04 1.95
H -3.3562 -0.8709 -0.4108 -2.05 0.85 -0.39
H -3.9338 -0.5252 2.4228 -1.43 1.55 -0.66
H -5.7264 -0.0726 1.9999 2.04 0.80 0.16
H -4.8353 2.6230 2.6446 0.57 -2.01 0.99
H -5.0927 1.3344 4.1025 1.12 0.79 -2.14
H -3.3542 1.6839 3.4248 -2.48 0.04 -0.74
H -4.5458 3.4836 -2.5425 -0.71 0.20 2.36
H -6.5738 2.3496 -0.2106 0.51 0.89 -2.20
H -5.3876 1.2780 -2.7132 -2.10 0.56 0.43
H -6.9409 2.1178 -3.4855 1.15 -0.60 2.21
H -7.1750 0.7748 -2.1769 1.61 1.82 -0.59
C -4.4268 -4.9326 -3.7587 0.14 0.45 -0.32
O -3.5731 -4.0559 -4.4807 -0.08 -0.25 0.54
C -3.5312 -2.7324 -3.9494 0.39 -0.04 -0.24
C -2.0922 -2.2125 -3.8356 -0.23 0.13 0.08
O -1.2735 -2.8671 -2.8614 -0.02 -0.41 -0.35
C -0.9391 -4.2395 -3.1059 0.06 0.11 0.12
C -0.0556 -4.5025 -4.3300 -0.60 0.19 -0.02
O -0.7627 -4.2472 -5.5420 0.35 0.42 0.10
C -0.0230 -3.5027 -6.4943 -0.19 -0.37 0.01
H -5.4651 -4.7690 -4.0633 -0.10 -0.08 0.19
H -4.1440 -5.9547 -3.9934 0.05 -0.09 -0.15
H -4.3245 -4.7898 -2.6781 -0.08 0.03 0.00
H -4.0216 -2.6770 -2.9701 0.08 -0.05 -0.05
H -4.0851 -2.0939 -4.6478 0.07 0.23 0.18
H -2.1504 -1.1682 -3.5138 -0.04 -0.10 0.19
H -1.5936 -2.1907 -4.8041 -0.14 -0.22 -0.08
H -1.8400 -4.8546 -3.1216 0.04 0.01 -0.29
H -0.3781 -4.5627 -2.2212 0.07 0.19 -0.09
H 0.2482 -5.5501 -4.3474 0.09 -0.19 0.26
H 0.8503 -3.8936 -4.2601 -0.03 0.13 -0.04
H 0.5831 -2.7218 -6.0252 0.02 -0.03 0.02
H -0.7251 -3.0259 -7.1811 -0.04 -0.09 0.08
H 0.6174 -4.1771 -7.0719 0.18 0.13 -0.04
C 6.7495 -5.1730 3.0390 0.43 0.28 -0.03
O 7.5403 -3.9953 2.9598 -0.36 -0.27 -0.41
C 8.1896 -3.8260 1.7007 -0.07 0.44 0.36
C 8.0319 -2.3955 1.1692 -0.09 -0.12 -0.10
O 6.7052 -2.0213 0.7851 0.17 -0.10 0.44
C 5.7268 -1.9234 1.8284 -0.16 0.11 -0.02
C 5.9632 -0.8176 2.8624 0.25 -0.50 -0.07
O 7.0988 -1.1051 3.6759 0.24 0.33 -0.39
C 7.9655 -0.0001 3.8660 -0.24 -0.24 0.28
H 7.3918 -6.0346 3.2455 -0.13 -0.16 -0.08
H 6.0407 -5.0543 3.8534 0.02 0.07 0.14
H 6.1842 -5.3374 2.1160 0.04 -0.05 0.00
H 7.8150 -4.5391 0.9565 -0.08 0.07 0.08
H 9.2548 -4.0284 1.8647 0.08 0.06 -0.26
H 8.6318 -2.3216 0.2569 -0.16 -0.10 -0.07
H 8.4546 -1.6617 1.8549 -0.06 -0.18 0.23
H 5.5792 -2.8937 2.3050 0.16 0.12 0.19
H 4.7821 -1.6996 1.3191 0.18 0.11 -0.05
H 5.1006 -0.7427 3.5261 -0.31 -0.01 -0.13
H 6.0726 0.1415 2.3481 0.10 0.01 -0.03
H 8.0653 0.6052 2.9599 -0.05 0.02 0.00
H 8.9533 -0.3783 4.1366 -0.08 -0.08 0.01
H 7.5975 0.6188 4.6907 0.08 0.20 -0.09
```
Forces are in eV/Å.



# 3
The molecule C17H15N3O in a non-equilibrium geometry, computed with wB97M-V/def2-TZVPD.

## Properties
**Orbital gap**: 8.3 eV
**Structure (SMILES)**: O=C1NCC2=C1[C@@H](c1ccccc1)Nc1ccccc1N2
**HOMO energy**: -7.737 eV
**LUMO**: 0.0208 hartree
**Max |F|**: 5.6 eV/A

XYZ file:
```
36
Properties=species:S:1:pos:R:3:forces:R:3
O -1.5486 -0.0289 -3.1247 1.47 2.06 1.16
C -0.9345 0.7834 -2.3825 -2.37 -3.12 -2.14
N -0.0858 1.7746 -2.8039 1.68 -0.80 -0.61
C 0.6778 2.2402 -1.6056 -1.43 1.25 -0.78
C -0.2738 1.8339 -0.4896 -0.03 -1.39 0.99
C -1.0557 0.8087 -0.9625 0.48 2.58 4.19
C -2.0738 0.0411 -0.1232 2.22 -2.10 0.06
C -1.6796 -1.4089 -0.3529 1.02 -2.15 -0.33
C -0.4835 -2.0012 0.1763 -2.19 0.08 -1.56
C -0.0285 -3.2561 -0.2623 0.69 1.62 1.86
C -0.7334 -3.9950 -1.1533 -1.10 -0.03 -2.07
C -1.9450 -3.4386 -1.6591 0.00 -0.14 0.63
C -2.4510 -2.2032 -1.2221 1.85 -0.23 0.67
N -2.3494 0.1636 1.3176 0.91 3.06 -3.45
C -1.4899 0.7119 2.2355 -1.56 -2.81 -1.77
C -1.6550 0.0327 3.4029 1.00 0.35 5.55
C -0.9962 0.5355 4.5745 0.22 -1.22 -1.83
C 0.0130 1.4677 4.4672 -0.80 2.29 -0.12
C 0.1192 2.0929 3.2209 1.26 -0.70 -0.22
C -0.5151 1.6313 2.0125 1.73 2.77 2.62
N -0.2004 2.3265 0.8381 0.06 -0.35 -2.67
H 0.4307 1.4358 -3.6522 -0.50 0.84 1.17
H 1.6640 1.7864 -1.5222 -0.03 -0.06 0.14
H 0.7473 3.3303 -1.7061 0.38 -0.12 0.26
H -2.9012 0.1758 -0.7117 -2.82 0.36 -0.90
H 0.0281 -1.4538 0.9114 1.00 0.62 0.79
H 0.9250 -3.5651 0.1679 -0.24 -0.29 -0.25
H -0.2613 -4.8967 -1.5924 -0.76 0.50 0.39
H -2.5410 -3.9568 -2.3956 0.12 -0.30 -0.06
H -3.3660 -1.7676 -1.5590 -0.45 -0.14 -0.59
H -2.9189 -0.5615 1.6403 -0.68 -1.03 0.37
H -2.3256 -0.8579 3.5357 0.61 1.20 -0.44
H -1.0682 0.1605 5.5462 -0.84 -1.20 1.19
H 0.5050 1.9584 5.3841 -0.70 -1.10 -1.61
H 0.8833 2.8680 3.2617 -0.20 0.16 -0.94
H 0.2326 3.2395 0.9173 0.02 -0.47 0.30
```
Forces are in eV/Å.



# 4
A cluster of 2 separate species, CH2NO2S in total in a non-equilibrium geometry, computed with wB97M-V/def2-TZVPD.

## Properties
**Orbital gap (alpha / beta)**: 6.6 / 6.6 eV
**Charge**: -1
**HOMO energy (alpha / beta)**: -3.175 / -3.176 eV
**LUMO (alpha / beta)**: 0.1266 / 0.1266 hartree
**Max |F|**: 4.9 eV/A

XYZ file:
```
7
Properties=species:S:1:pos:R:3:forces:R:3
C 1.0956 -0.6554 1.5676 -0.97 2.07 -0.25
N -0.1351 -0.6165 -0.4234 -2.47 0.74 -4.16
O 0.7121 1.6045 1.3911 2.42 -2.07 1.24
O 0.4648 -1.1448 0.6472 1.24 -1.90 1.29
S 1.8260 -1.1151 2.9096 0.35 0.17 0.33
H -0.1310 1.4683 1.0275 -1.90 -0.34 -1.09
H -0.4721 -1.4312 -1.1170 1.33 1.33 2.65
```
Forces are in eV/Å.



Which of these has the lowest max |F|? C27H61BCl2GaO9



Copy entry 4 word for word.
A cluster of 2 separate species, CH2NO2S in total in a non-equilibrium geometry, computed with wB97M-V/def2-TZVPD.

## Properties
**Orbital gap (alpha / beta)**: 6.6 / 6.6 eV
**Charge**: -1
**HOMO energy (alpha / beta)**: -3.175 / -3.176 eV
**LUMO (alpha / beta)**: 0.1266 / 0.1266 hartree
**Max |F|**: 4.9 eV/A

XYZ file:
```
7
Properties=species:S:1:pos:R:3:forces:R:3
C 1.0956 -0.6554 1.5676 -0.97 2.07 -0.25
N -0.1351 -0.6165 -0.4234 -2.47 0.74 -4.16
O 0.7121 1.6045 1.3911 2.42 -2.07 1.24
O 0.4648 -1.1448 0.6472 1.24 -1.90 1.29
S 1.8260 -1.1151 2.9096 0.35 0.17 0.33
H -0.1310 1.4683 1.0275 -1.90 -0.34 -1.09
H -0.4721 -1.4312 -1.1170 1.33 1.33 2.65
```
Forces are in eV/Å.